Here is a cluster of 2 separate species, C2H4N2S2 in total at a distorted geometry from OMol25. Energies are from wB97M-V/def2-TZVPD.

Each line ends with the Mulliken charge.
Cartesian coordinates (Å):
C: -2.83095 0.56141 -0.79701  -0.0035
C: 0.71146 -0.96819 1.05811  -0.3788
N: -1.69786 0.65108 -0.67480  -0.2703
N: 1.30810 0.08646 0.44610  -0.0561
S: 1.21501 1.63228 0.77146  -0.2200
S: 2.29063 -0.52059 -0.95521  -0.0670
H: -3.89335 0.50480 -0.97812  0.2874
H: 0.63227 -1.82861 0.45037  0.2579
H: 0.29102 -0.80850 2.01697  0.2945
H: 1.97367 0.68985 -1.33788  0.1560

Output
SMILES string: C=[N+]([S-])S.C#N
Frontier orbital gap (spin up / spin down), eV: 7.96 / 7.96
Charge: 0
HOMO energy (spin up / spin down), eV: -7.9 / -7.9
Energy relative to the best compared isomer or geometry (same formula, charge and spin), kJ/mol: 397.43

Here is a cluster of 3 separate species, H6O3 in total from OMol25. Energies are from wB97M-V/def2-TZVPD.

Each line ends with the Mulliken charge.
Cartesian coordinates (Å):
O: 3.94502 1.60501 -9.93424  -0.6428
H: 3.25025 2.10232 -9.47864  0.3225
H: 4.76627 1.74841 -9.45773  0.3203
O: -1.15380 -2.09226 9.62188  -0.6383
H: -0.95674 -1.19880 9.91224  0.3196
H: -1.85578 -1.99345 8.97398  0.3188
O: -2.70058 0.33645 0.09301  -0.6463
H: -2.60020 -0.50542 0.55974  0.3242
H: -3.12608 1.03784 0.59307  0.3221

Output
SMILES string: O.O.O
Frontier orbital gap, eV: 12.61
Charge: 0
HOMO energy, eV: -11.6
Energy relative to the best compared isomer or geometry (same formula, charge and spin), kJ/mol: 71.07

Here is a structure of composition C30H19Cl5CoF3N3O5S from OMol25. Energies are from wB97M-V/def2-TZVPD.

Each line ends with the Mulliken charge.
Cartesian coordinates (Å):
Co: 0.10267 0.07377 0.40536  -1.5443
C: 3.58837 -2.32719 0.51189  -0.7049
O: 3.40084 -1.59651 1.77042  -0.5071
C: 2.24336 -1.00201 1.64789  -0.4651
N: 1.62316 -1.09648 0.53008  1.1377
C: 2.51484 -1.75498 -0.43368  -0.5531
C: 1.80388 -2.78227 -1.27435  0.3392
C: 1.97751 -2.80689 -2.65010  -0.3580
C: 1.30771 -3.74865 -3.42100  -0.7455
C: 0.46353 -4.66683 -2.81575  -0.5887
C: 0.29436 -4.65263 -1.43548  -0.7833
C: 0.96338 -3.71418 -0.66679  -0.0691
C: 1.62770 -0.16292 2.69076  0.4398
C: 2.03914 0.10880 3.97880  -0.4029
C: 1.26217 0.97905 4.73371  -1.1265
C: 0.11657 1.55638 4.19656  -0.3422
C: -0.21612 1.23425 2.89743  0.2967
N: 0.52588 0.39158 2.19444  1.2049
C: -1.30678 1.72210 2.05322  0.0435
N: -1.30016 1.36354 0.82682  0.6124
C: -2.50658 1.90557 0.17401  -0.4274
C: -3.10794 2.77002 1.31134  -0.5804
O: -2.28217 2.47926 2.48860  -0.5322
C: -2.21666 2.68180 -1.08310  0.3766
C: -1.24417 3.67634 -1.08566  0.0342
C: -1.02441 4.42387 -2.23013  -0.8796
C: -1.77484 4.18353 -3.37476  -0.5610
C: -2.74049 3.18977 -3.37588  -0.8057
C: -2.96067 2.43822 -2.22928  -0.3675
H: 3.40916 -3.37850 0.73106  0.4203
H: 4.60973 -2.16776 0.18642  0.3392
H: 2.92361 -0.95893 -1.06286  0.6751
H: 2.62771 -2.07860 -3.12184  0.4328
H: 1.44583 -3.76328 -4.49408  0.4325
H: -0.06091 -5.39839 -3.41651  0.4502
H: -0.35942 -5.37433 -0.96139  0.4943
H: 0.82241 -3.69889 0.41232  0.4803
H: 2.94771 -0.33002 4.36600  0.6991
H: 1.55684 1.21855 5.74601  0.5134
H: -0.49863 2.24065 4.76349  0.6742
H: -3.16091 1.06414 -0.06813  0.5086
H: -4.13201 2.51740 1.56521  0.3419
H: -3.01376 3.83322 1.10847  0.3973
H: -0.63816 3.85440 -0.20470  0.4218
H: -0.26193 5.19137 -2.23093  0.4606
H: -1.60400 4.77255 -4.26649  0.4147
H: -3.32465 2.99867 -4.26660  0.4323
H: -3.71375 1.65716 -2.22934  0.4129
Cl: -0.85230 -0.50707 -1.73173  -0.2447
C: -1.56892 -1.62355 -0.57839  0.9705
C: -1.07790 -1.41183 0.69364  -1.1385
C: -1.47939 -2.30996 1.66522  1.2957
Cl: -0.87220 -2.19235 3.28838  -0.1803
C: -2.36515 -3.34716 1.35502  0.0988
Cl: -2.86437 -4.44373 2.57187  -0.1636
C: -2.85083 -3.50127 0.05112  0.5065
Cl: -3.93283 -4.76985 -0.32978  -0.1497
C: -2.44122 -2.62260 -0.95036  -0.1123
Cl: -2.95147 -2.77352 -2.57384  -0.1400
F: 1.99911 3.95974 -1.59083  -0.1425
C: 2.93957 3.33952 -0.88851  0.4703
F: 3.71696 4.24170 -0.31076  -0.2053
F: 3.67183 2.59647 -1.71480  -0.2122
S: 2.17850 2.26003 0.39085  1.0086
O: 1.47802 3.11787 1.30528  -0.6352
O: 3.26410 1.47663 0.92562  -0.5954
O: 1.25955 1.44523 -0.46950  -0.5726

Output
Frontier orbital gap, eV: 7.82
Charge: +1
HOMO energy, eV: -11.8